The following is a quantum chemistry calculation of a structure of composition C9H23BaF3N3O14S, from OMol25.

Last column: Mulliken spin population.
Element x y z (Å)
Ba1 0.123216 -0.869953 0.238909  0.006
N1 -0.773514 -4.060403 -1.011401  -0.001
O1 -0.618194 -3.644543 0.176359  0.001
O2 -0.466854 -3.362413 -1.960571  0.002
O3 -1.192444 -5.184003 -1.162671  0.000
N2 3.107766 -2.698423 -0.717841  -0.036
O4 4.180226 -2.105993 -0.932411  0.572
O5 2.415866 -2.303683 0.138999  0.108
O6 2.884486 -3.679963 -1.387161  0.350
C1 1.275206 0.910777 -4.383271  0.000
F1 2.092256 0.999607 -5.343031  0.000
F2 1.184256 2.119897 -3.840211  0.000
F3 0.022116 0.500037 -4.673741  0.000
S1 1.839416 -0.281483 -3.097501  0.001
O7 3.330066 -0.060823 -2.987031  0.000
O8 1.124766 0.084617 -1.895421  -0.002
O9 1.486886 -1.633333 -3.533221  0.000
C2 3.300646 2.779437 1.952449  0.000
C3 2.095406 1.746127 1.824479  -0.002
C4 0.756156 2.401317 1.395829  0.000
O10 -0.348224 1.439897 1.426219  0.000
C5 -1.587124 1.976917 1.780619  0.000
N3 2.418486 0.620727 0.886049  0.002
H1 3.227106 3.343947 1.022919  0.000
H2 4.340256 2.453567 1.985919  0.000
H3 3.081516 3.441937 2.789809  0.000
H4 1.892036 1.314327 2.804429  0.000
H5 0.696916 2.944197 0.452499  0.000
H6 0.526846 3.236837 2.057219  0.000
H7 -1.689214 2.277487 2.823379  0.000
H8 -2.316514 1.237007 1.451029  0.000
H9 -1.731014 2.922867 1.258529  0.000
H10 2.924006 0.935137 0.070149  0.001
H11 3.227096 0.251667 1.365679  0.000
C6 -0.978494 -2.461053 3.475789  0.000
C7 -2.110714 -1.400223 3.259869  0.000
O11 -2.382994 -1.315163 1.846709  0.000
O12 0.186646 -2.190623 2.709289  -0.001
H12 -1.317204 -3.487733 3.336839  0.000
H13 -0.724584 -2.418523 4.534949  0.000
H14 -1.750804 -0.423183 3.582289  0.000
H15 -2.943384 -1.581283 3.939559  0.000
H16 -3.255204 -1.660163 1.642219  0.000
H17 0.508956 -3.075123 2.521179  0.000
C8 -1.832954 1.004907 -1.894671  0.000
C9 -3.080484 1.098767 -2.709661  0.000
O13 -4.318034 1.445357 -2.059881  0.000
O14 -2.118254 0.045607 -0.856071  0.000
H18 -1.608094 2.015737 -1.554431  0.000
H19 -1.018124 0.631987 -2.515221  0.000
H20 -3.307844 0.126907 -3.147731  0.000
H21 -2.761084 1.714647 -3.550351  0.000
H22 -4.946854 1.718927 -2.731711  0.000
H23 -3.070414 0.156907 -0.804961  0.000

Cartesian forces, eV/Å:
Ba -0.85 -1.67 -0.33
N 0.10 -1.02 0.52
O 0.31 1.35 1.03
O 0.42 1.71 -0.68
O -0.69 -1.36 -0.25
N 1.63 -1.18 -1.73
O 0.67 -0.09 -0.57
O -2.15 1.11 2.71
O 0.30 -0.23 -0.55
C -1.17 -0.85 3.32
F 0.92 -0.39 -2.69
F -0.42 0.95 0.40
F 0.19 0.44 -1.09
S 4.90 -3.07 -0.94
O -3.36 0.20 -0.18
O -0.85 1.27 1.01
O 0.15 1.83 -0.05
C -2.04 0.14 -0.75
C 0.52 0.35 -1.01
C -0.44 0.48 0.60
O 1.99 0.42 0.47
C -0.54 0.80 -0.49
N 0.70 0.58 1.51
H 0.18 0.45 0.03
H -0.36 -0.76 0.30
H 0.23 0.11 -0.04
H 0.03 -0.25 -0.03
H 0.64 -0.60 -0.67
H -0.05 -0.22 0.75
H 0.21 -0.58 0.39
H -0.18 0.25 0.34
H -0.29 0.02 -0.47
H -0.52 0.68 -0.83
H 0.07 -1.11 0.28
C -1.17 0.75 1.13
C 1.67 -0.69 -0.57
O -0.29 0.33 0.80
O -0.38 -0.10 0.15
H -0.25 0.12 -0.57
H 0.13 0.18 0.28
H 0.31 0.13 -0.18
H -0.33 -0.46 -0.48
H 0.03 -0.22 -0.02
H 0.45 -0.07 -0.54
C -1.11 -0.18 0.09
C -0.35 -0.86 -2.22
O 1.20 0.68 0.67
O 0.18 0.87 -0.04
H 0.34 -0.06 0.70
H -0.21 0.09 0.10
H 0.51 -0.32 -0.14
H -0.69 0.62 -0.13
H 0.03 -0.05 -0.03
H -0.30 -0.54 0.73

Values from the calculation:
- frontier orbital gap (alpha / beta) (eV) = 7.71 / 4.06
- total charge = 0
- expectation value of S² = 0.7569
- multiplicity = 2


The following is a quantum chemistry calculation of a structure of composition C9H23ClIMoOP2, from OMol25.

Last column: Mulliken spin population.
Element x y z (Å)
C1 -0.504921 0.393132 -3.032811  0.035
I1 1.967010 -0.256102 -2.246903  -0.021
H1 -0.390101 0.837165 -4.021046  0.009
H2 -0.914331 1.053743 -2.246326  -0.002
H3 -1.061700 -0.545173 -3.087236  0.013
Mo1 -0.317055 -0.069501 -0.699913  2.219
P1 0.234933 2.145264 -0.105333  -0.147
C2 -1.166309 3.304922 -0.378449  0.030
C3 0.864635 2.713928 1.512471  0.015
H4 1.006317 3.790287 1.379379  -0.002
H5 1.437877 4.043664 -1.033353  -0.002
H6 1.831682 2.253982 1.734522  -0.001
H7 2.522466 2.619545 -0.837412  0.001
H8 -1.876241 3.253895 0.446636  -0.001
H9 0.173570 2.527015 2.335579  0.002
C4 1.530040 2.956756 -1.158186  0.005
H10 -0.776760 4.321153 -0.476485  0.000
H11 1.393591 2.701809 -2.213042  0.002
H12 -1.675115 3.043003 -1.305766  0.000
P2 0.415856 -2.285432 0.245696  -0.092
C5 -1.152202 -3.304766 0.185385  -0.001
C6 1.619456 -3.496184 -0.453847  -0.003
H13 1.902835 -2.018282 2.230592  0.000
H14 1.040914 -3.555623 2.151232  -0.001
H15 0.255607 -2.133157 2.841186  0.001
C7 0.925824 -2.476907 2.048319  0.011
H16 2.660872 -3.210773 -0.270425  0.001
H17 1.425264 -4.454622 0.049627  -0.003
H18 -0.836914 -4.339492 0.324339  0.000
H19 -1.656229 -3.235628 -0.784429  0.003
H20 1.520426 -3.603196 -1.540104  0.001
H21 -1.884346 -3.045928 0.956537  -0.002
C8 -2.644851 -0.220908 -0.189984  -0.037
O1 -3.633546 -0.369297 0.366439  0.013
Cl1 -2.125778 1.291061 2.059836  0.021
C9 -0.877405 0.017724 1.439666  -0.102
H22 0.076456 0.255942 1.921740  0.022
H23 -1.311819 -0.903013 1.851855  0.011

Cartesian forces, eV/Å:
C 1.27 -1.10 -0.09
I -2.28 0.45 -0.82
H 0.34 0.30 0.27
H 0.02 0.99 -0.61
H 0.22 -0.26 -0.23
Mo -1.80 -2.10 0.82
P 1.23 4.04 0.94
C -0.44 -0.75 -0.23
C 0.06 -0.79 0.25
H -0.02 -0.08 0.02
H -0.01 -0.32 0.08
H -0.04 0.09 -0.02
H -0.17 0.14 -0.07
H 0.09 0.02 -0.17
H 0.07 0.12 -0.14
C -0.12 -0.71 -0.28
H 0.18 -0.17 0.03
H 0.07 0.25 0.09
H -0.22 0.22 -0.10
P -0.06 -2.07 2.51
C -0.03 0.76 -0.38
C 0.29 0.64 -0.79
H -0.05 -0.06 -0.20
H 0.00 -0.05 0.03
H -0.16 0.02 -0.46
C 0.08 0.47 -0.42
H -0.19 0.09 0.18
H -0.04 0.34 -0.18
H 0.01 0.01 0.02
H 0.10 -0.11 0.00
H -0.18 -0.15 0.21
H 0.27 0.09 0.01
C -2.51 -0.61 1.32
O 2.97 0.18 -2.52
Cl 1.52 -0.85 -0.25
C -0.52 0.89 1.24
H -0.28 -0.15 0.23
H 0.35 0.21 -0.30

Values from the calculation:
- frontier orbital gap (alpha / beta) (eV) = 6.59 / 6.59
- total charge = +3
- expectation value of S² = 2.0462
- multiplicity = 3
- energy relative to the best compared isomer or geometry (same formula, charge and spin) (kcal/mol) = 24.1


The following is a quantum chemistry calculation of a structure of composition C9H23FNaOP, from OMol25.

Last column: natural (NBO) charge in e.
Element x y z (Å)
C1 -0.277258 2.067610 -3.704674  -0.613
C2 0.220431 0.883966 -2.820998  -0.205
C3 1.767875 1.015513 -2.546636  -0.611
C4 -0.575554 0.654572 -1.494848  -0.232
C5 -2.054850 1.132209 -1.523277  -0.618
C6 -0.433740 -0.871946 -1.148152  -0.051
O1 -0.871498 -1.158086 0.151766  -0.865
P1 0.134001 -2.321725 0.984981  0.852
C7 -0.502212 -1.649644 2.680814  -0.716
C8 -0.247353 -0.122063 2.867130  -0.471
C9 1.037467 0.199943 3.659011  0.052
F1 0.664337 0.452654 5.066813  -0.520
H1 -1.359379 2.072390 -3.902945  0.211
H2 0.216010 1.950385 -4.697137  0.201
H3 0.107134 3.023556 -3.296585  0.197
H4 0.113785 -0.047319 -3.423938  0.192
H5 2.193795 1.571835 -3.406114  0.198
H6 2.205490 -0.000725 -2.533694  0.217
H7 1.987813 1.579821 -1.624615  0.201
H8 -0.072759 1.229323 -0.682668  0.181
H9 -2.545990 1.042558 -2.510227  0.196
H10 -2.046677 2.224045 -1.294827  0.194
H11 -2.681390 0.672642 -0.736864  0.227
H12 -1.108236 -1.424244 -1.847652  0.156
H13 0.622875 -1.136665 -1.349087  0.176
H14 -0.953554 -3.304736 1.045798  -0.180
H15 0.570969 -2.964461 -0.234891  -0.147
H16 1.233485 -1.351661 0.958132  -0.223
H17 1.033742 -3.220475 1.724772  -0.195
H18 0.064387 -2.170428 3.492959  0.172
H19 -1.562739 -1.941464 2.850026  0.210
H20 -1.091995 0.281489 3.478958  0.210
H21 -0.244305 0.466923 1.933291  0.245
H22 1.727704 -0.657740 3.687961  0.193
H23 1.506656 1.136686 3.314964  0.174
Na1 1.221536 0.685259 6.882455  0.992

Cartesian forces, eV/Å:
C 1.06 -0.44 -0.33
C -0.05 0.08 0.08
C -0.83 -0.06 -0.82
C 0.00 -0.55 0.10
C 0.28 0.84 0.19
C -1.04 1.02 -0.32
O 0.39 0.14 -0.31
P -0.05 -1.51 0.97
C 0.31 0.77 0.56
C -0.48 -0.13 1.10
C -0.78 -0.20 -1.40
F -0.02 -0.14 -0.93
H 0.43 0.17 0.35
H -0.29 0.16 0.52
H -0.59 -0.30 -0.10
H -0.15 0.52 0.26
H 0.07 -0.34 0.47
H 0.03 0.69 0.29
H -0.09 -0.36 -0.30
H -0.20 -0.40 -0.38
H 0.22 -0.32 0.50
H -0.16 -0.57 -0.25
H 0.46 -0.08 -0.43
H 0.64 0.20 0.00
H -0.38 -0.22 0.33
H -0.01 0.10 -0.04
H 0.19 0.38 -0.25
H 0.17 0.42 -0.03
H -0.08 -0.17 -0.14
H -0.26 0.14 -0.57
H 0.52 0.48 -0.37
H 0.58 0.11 -0.36
H 0.07 -0.58 0.14
H -0.19 0.49 0.06
H -0.04 -0.44 0.37
Na 0.25 0.07 1.06

Values from the calculation:
- frontier orbital gap (eV) = 3.36
- total charge = 0